C28H31AsBrN3PPrS4 | the ωB97M-V functional and the def2-TZVPD basis

Geometry as XYZ:
```
70
Properties=species:S:1:pos:R:3:mulliken_charge:R:1
Pr -0.34278 1.25080 1.60828 0.252
C 2.50444 0.23761 4.00237 -0.942
C 2.09035 1.70177 4.14807 -1.019
N 1.92299 2.33825 2.84949 0.218
C 3.16891 2.48957 2.09273 -0.851
C 3.01549 2.04286 0.64583 -0.924
N 2.33454 0.74840 0.54421 0.813
C 3.11067 -0.39337 1.01923 -0.923
C 2.35418 -1.26016 2.02517 -0.713
N 1.68125 -0.46062 3.02480 0.217
H 3.55248 0.17550 3.69285 0.320
H 2.45053 -0.24928 4.98434 0.437
H 1.12721 1.76568 4.66271 0.366
H 2.83110 2.22377 4.77641 0.446
H 1.52979 3.28331 2.96498 0.023
H 3.46717 3.54225 2.08845 0.473
H 3.96520 1.92499 2.59105 0.293
H 2.39254 2.77712 0.13033 0.364
H 4.00673 2.01944 0.16459 0.451
H 2.01675 0.59897 -0.40139 -0.463
H 3.43247 -1.02709 0.18217 0.480
H 4.02775 -0.01531 1.48124 0.429
H 1.57583 -1.83516 1.51123 0.098
H 3.06789 -1.99224 2.44547 0.311
H 0.92037 -0.97096 3.45876 0.331
C 2.23227 -1.78421 -4.81034 -0.454
C 2.43450 -0.60199 -4.11658 -0.798
C 1.61702 -0.28892 -3.03573 -0.484
C 0.59355 -1.14015 -2.62399 -0.133
C 0.39047 -2.31420 -3.35233 0.008
C 1.20220 -2.63616 -4.42768 -0.705
P -0.44335 -0.58347 -1.20026 1.795
C -0.96964 -2.23969 -0.57798 0.500
C -2.28819 -2.57115 -0.28523 -0.459
C -2.60070 -3.80921 0.26035 -0.682
C -1.60692 -4.74016 0.52074 -0.569
C -0.28725 -4.42350 0.22728 -0.714
C 0.02136 -3.18636 -0.31521 -0.303
C -1.90679 0.07395 -2.04215 1.027
C -2.12544 0.09613 -3.39300 -0.726
C -3.31953 0.66296 -3.89540 -0.798
C -4.26112 1.15511 -3.03479 -0.937
C -4.05370 1.13217 -1.63347 0.784
C -5.02512 1.60305 -0.71198 -0.896
C -4.77041 1.52470 0.62413 -0.957
C -3.53161 1.01798 1.10759 -0.379
C -2.51982 0.60164 0.27343 0.019
C -2.83806 0.62746 -1.12015 -0.196
H 2.86711 -2.03600 -5.65142 0.359
H 3.21931 0.08304 -4.41109 0.415
H 1.76270 0.65731 -2.52756 0.455
H -0.40824 -2.98633 -3.06217 0.459
H 1.03121 -3.55557 -4.97560 0.388
H -3.07506 -1.85105 -0.45289 0.365
H -3.63190 -4.03506 0.50097 0.390
H -1.85725 -5.69762 0.96035 0.341
H 0.50520 -5.13405 0.43050 0.385
H 1.05810 -2.95870 -0.54362 0.480
H -1.39811 -0.31677 -4.08265 0.360
H -3.48845 0.69815 -4.96566 0.399
H -5.18519 1.57617 -3.41782 0.328
H -5.95284 2.02346 -1.08593 0.301
H -5.50685 1.88360 1.33548 0.348
H -3.38718 1.00336 2.18556 0.258
S 1.22376 5.45684 2.08726 -0.647
As -0.65853 4.59180 1.45995 0.441
S -0.26932 3.19956 -0.26002 -0.420
S -1.37604 3.23165 3.09505 -0.497
S -2.18810 5.95802 0.91861 -0.617
Br -1.43185 -0.88390 3.33208 -0.718
```

Output
HOMO energy (alpha / beta): -0.053 / -0.053 hartree
LUMO level (alpha / beta): 3.970 / 3.970 eV
Energy relative to the best compared isomer or geometry (same formula, charge and spin): 19.5 kJ/mol
Orbital gap (alpha / beta): 5.4 / 5.4 eV
2S+1: 3
Total charge: -2